(1)
Below is a molecular structure, C56H47BrCrN3O4P2S, with properties calculated with ωB97M-V/def2-TZVPD.

As for the total charge: +1. The spin multiplicity is 5. The HOMO energy (spin up / spin down) comes out at -10.10 / -10.62 eV. The value obtained for the lowest unoccupied orbital energy (spin up / spin down) is -1.68 / -1.83 eV. Its relative energy (zero: lowest compared OMol25 entry of this formula, charge and spin) is 9.2 kcal per mole. Its expectation value of S² is 6.018. The HOMO-LUMO gap (spin up / spin down) comes out at 8.4230 / 8.7895 eV. The maximum force comes out at 0.58 eV Å⁻¹.

```
115
Properties=species:S:1:pos:R:3:lowdin_spin:R:1
Cr -1.11107 -0.10786 0.27368 3.840
C 5.60910 4.23316 -0.60270 0.000
C 4.54609 3.20092 -0.96510 0.000
C 4.87542 2.59230 -2.34341 0.000
C 4.50130 2.04969 0.03675 0.000
C 5.57664 1.59794 0.79750 0.001
C 5.50117 0.40705 1.51132 0.000
C 4.35559 -0.37986 1.45525 0.001
C 3.25054 0.06338 0.74106 0.003
P 1.75687 -0.90056 0.28492 0.025
C 1.86589 -2.38586 1.33899 0.001
C 1.67011 -3.67434 0.85321 0.001
C 1.60024 -4.75622 1.72161 0.000
C 1.72844 -4.56626 3.08785 0.001
C 1.92225 -3.28399 3.58686 0.000
C 1.98450 -2.20439 2.72075 0.001
C 2.37934 -1.39197 -1.37153 0.003
C 2.01564 -0.59901 -2.45597 0.001
C 2.58927 -0.79589 -3.70411 0.000
C 3.52421 -1.80444 -3.88562 0.000
C 3.89791 -2.59918 -2.80913 0.000
C 3.34372 -2.38085 -1.55673 0.001
C 3.35080 1.28442 0.08817 0.001
O 2.23389 1.65773 -0.61822 0.002
C 2.04923 2.99989 -0.85059 0.000
C 0.74350 3.46160 -0.85914 -0.002
C 0.54322 4.80946 -1.14875 -0.001
C 1.61533 5.64970 -1.38590 0.000
C 2.91438 5.15980 -1.30468 0.000
C 3.15585 3.82062 -1.03326 0.000
P -0.66854 2.46146 -0.20285 0.006
C -0.68484 3.26744 1.44219 0.002
C -1.56686 4.22294 1.92735 0.000
C -1.38703 4.76176 3.19611 0.000
C -0.32447 4.35454 3.98756 0.000
C 0.56578 3.40058 3.50893 0.000
C 0.38292 2.86253 2.24666 0.002
C -2.08115 2.92292 -1.25071 0.002
C -2.73771 4.15512 -1.29779 0.000
C -3.79595 4.35410 -2.16817 0.000
C -4.20816 3.33286 -3.01596 0.001
C -3.56095 2.10963 -2.98737 0.001
C -2.50830 1.90798 -2.10584 0.007
H 6.59192 3.76684 -0.54741 0.000
H 5.39928 4.71637 0.35233 0.000
H 5.67969 5.00035 -1.37302 0.000
H 5.85840 2.11937 -2.32174 0.000
H 4.87771 3.37288 -3.10593 0.000
H 4.14019 1.83570 -2.62479 0.000
H 6.50073 2.15935 0.81187 0.000
H 6.35712 0.06913 2.07910 0.000
H 4.33392 -1.33855 1.95579 0.000
H 1.56383 -3.84181 -0.21061 0.000
H 1.44918 -5.75111 1.32320 0.000
H 1.68195 -5.41031 3.76276 0.000
H 2.03144 -3.12616 4.65217 0.000
H 2.14042 -1.20959 3.12594 0.000
H 1.28016 0.18642 -2.32262 0.001
H 2.30225 -0.16260 -4.53427 0.000
H 3.96988 -1.96443 -4.85843 0.000
H 4.63786 -3.37750 -2.94033 0.000
H 3.68120 -2.97820 -0.71865 0.000
H -0.45548 5.22352 -1.15969 0.000
H 1.44486 6.69421 -1.60673 0.000
H 3.74308 5.83696 -1.45753 0.000
H -2.42051 4.53624 1.34669 0.000
H -2.08535 5.50149 3.56415 0.000
H -0.18864 4.77832 4.97358 0.000
H 1.40146 3.07875 4.11660 0.000
H 1.08562 2.11761 1.87993 0.001
H -2.43802 4.97411 -0.66066 0.000
H -4.30039 5.31084 -2.18563 0.000
H -5.03663 3.49379 -3.69294 0.000
H -3.88230 1.30338 -3.63243 0.000
H -2.03708 0.93016 -2.08058 0.004
C -6.30298 -6.43485 -2.00832 0.000
C -5.56497 -5.27611 -1.39756 0.001
C -5.48477 -5.12644 -0.01666 0.000
C -4.83339 -4.04215 0.55085 0.001
C -4.24861 -3.09799 -0.28059 0.000
C -4.31921 -3.22078 -1.66390 0.001
C -4.97309 -4.30961 -2.21032 0.000
S -3.41678 -1.73033 0.43947 0.008
O -3.48175 -0.62759 -0.53364 0.036
O -3.96345 -1.52167 1.75096 0.002
N -1.82731 -2.08665 0.58838 -0.013
C -1.33389 -2.63895 -0.62868 0.007
C -1.25455 -4.00673 -0.85934 0.000
C -0.86953 -4.43354 -2.11457 0.002
C -0.58329 -3.49162 -3.09777 0.000
C -0.63619 -2.15335 -2.76237 0.002
N -0.97623 -1.72984 -1.54159 0.004
H -6.39126 -7.26442 -1.30851 0.000
H -5.80136 -6.79394 -2.90649 0.000
H -7.31352 -6.13773 -2.29519 0.000
H -5.94569 -5.86584 0.62663 0.000
H -4.78104 -3.92044 1.62345 0.000
H -3.87757 -2.46500 -2.30031 0.000
H -5.03301 -4.41179 -3.28729 0.000
H -1.52515 -4.68970 -0.06646 0.000
H -0.81253 -5.49113 -2.33791 0.000
H -0.30987 -3.78353 -4.10141 0.000
H -0.39000 -1.39138 -3.48872 0.000
O -2.50588 0.61181 6.29942 0.004
C -2.20327 0.49129 4.99718 0.006
C -1.12921 -0.26063 4.52312 -0.001
C -0.92323 -0.29526 3.16715 0.014
N -1.68677 0.35732 2.27462 0.003
C -2.73287 1.03107 2.75107 0.007
Br -3.89828 1.83683 1.51607 0.008
C -3.02521 1.14703 4.09165 -0.001
H -1.89631 0.09728 6.84108 0.000
H -0.47747 -0.81560 5.18430 0.000
H -0.11169 -0.88520 2.76018 0.004
H -3.88072 1.71082 4.42875 0.000
```

---

(2)
Below is a molecular structure, C56H48BeN2OP3Si at a distorted geometry, with properties calculated with ωB97M-V/def2-TZVPD.

As for the total charge: +1. The HOMO energy comes out at -9.42 eV. The value obtained for the lowest unoccupied orbital energy is -1.86 eV. The HOMO-LUMO gap comes out at 7.5647 eV. The maximum force comes out at 1.57 eV Å⁻¹.

```
112
Properties=species:S:1:pos:R:3:mulliken_charge:R:1
Be 0.01244 -0.31165 0.15519 -0.641
C -5.57228 -0.61580 2.38356 -0.751
C -5.22658 -1.85369 1.86607 -0.854
C -3.89396 -2.17850 1.64634 -0.886
C -2.87712 -1.27279 1.94404 0.894
C -3.24276 -0.03175 2.47367 0.077
C -4.57199 0.29716 2.68747 -0.687
P -1.06444 -1.61255 1.66533 3.416
C -1.12352 -3.42931 1.51150 0.469
C -1.49897 -3.91535 0.25993 -0.568
C -1.49579 -5.27841 -0.00419 -0.599
C -1.11688 -6.17604 0.98364 -0.824
C -0.73574 -5.70068 2.23096 -0.749
C -0.73246 -4.33771 2.49100 -0.854
C -0.49920 -1.02060 3.30709 0.551
C -0.83293 -1.66720 4.49436 -0.973
C -0.41535 -1.15443 5.71379 -1.123
C 0.30974 0.02794 5.75948 -0.788
C 0.58215 0.71171 4.58329 -0.341
C 0.17973 0.21531 3.34078 -0.395
Si 0.35609 1.11958 1.67795 1.323
C 2.08345 1.88816 1.50554 0.722
C 2.47577 3.00087 2.25213 -0.577
C 3.76714 3.50595 2.20457 -0.937
C 4.71393 2.89614 1.39775 -1.003
C 4.35288 1.80402 0.62445 -0.552
C 3.04822 1.30108 0.65900 0.440
P 2.67223 0.04722 -0.60254 1.286
C 2.41543 0.92047 -2.15461 1.066
C 1.60167 0.31142 -3.10802 -0.038
C 1.50022 0.84931 -4.38169 -0.823
C 2.21834 1.98883 -4.71019 -0.784
C 3.02502 2.60471 -3.76206 -0.734
C 3.12215 2.07602 -2.48573 -0.764
C 4.11678 -0.99276 -0.83211 0.294
C 4.42222 -1.48258 -2.10016 -0.707
C 5.51862 -2.31290 -2.27656 -0.754
C 6.32220 -2.64146 -1.19498 -0.658
C 6.03182 -2.14211 0.06789 -0.989
C 4.93044 -1.32312 0.25148 -0.030
C -1.02826 2.39401 1.48558 0.353
C -1.33406 3.43206 2.36987 -0.235
C -2.37755 4.30935 2.12330 -1.023
C -3.13201 4.18080 0.96284 -0.986
C -2.85362 3.16046 0.07067 -1.055
C -1.83214 2.24684 0.33908 0.241
P -1.47725 0.91298 -0.87690 2.655
C -3.01014 0.00110 -1.24024 0.703
C -4.28298 0.34586 -0.80320 -1.125
C -5.37565 -0.43154 -1.16237 -0.683
C -5.20945 -1.55463 -1.95741 -0.844
C -3.93848 -1.91643 -2.38410 -0.430
C -2.84597 -1.14723 -2.01754 -0.786
C -1.21470 1.91965 -2.38201 1.067
C -0.39293 3.04317 -2.28239 -0.349
C -0.22766 3.88667 -3.36718 -0.709
C -0.87609 3.61699 -4.56603 -0.769
C -1.68031 2.49432 -4.67583 -0.663
C -1.85113 1.64654 -3.58810 -0.769
H -6.61104 -0.36809 2.56111 0.405
H -5.99563 -2.58106 1.63811 0.449
H -3.66005 -3.16146 1.26117 0.418
H -2.48389 0.68414 2.75926 0.024
H -4.82233 1.26316 3.10853 0.499
H -1.80208 -3.21968 -0.51526 0.237
H -1.79029 -5.63743 -0.98194 0.468
H -1.11516 -7.23903 0.78234 0.394
H -0.43206 -6.39420 3.00473 0.462
H -0.38730 -3.98950 3.45463 0.374
H -1.44650 -2.55871 4.47976 0.617
H -0.66963 -1.67203 6.62969 0.405
H 0.63415 0.42961 6.71083 0.448
H 1.11452 1.65569 4.63584 0.340
H 1.75021 3.48731 2.89483 0.366
H 4.03546 4.36758 2.80236 0.457
H 5.72738 3.27266 1.35711 0.443
H 5.09466 1.35787 -0.02689 0.599
H 1.05580 -0.58820 -2.84798 0.303
H 0.86156 0.37853 -5.11716 0.466
H 2.14145 2.40559 -5.70598 0.431
H 3.57439 3.50129 -4.01727 0.450
H 3.74851 2.56508 -1.75115 0.406
H 3.80911 -1.21782 -2.95200 0.340
H 5.74931 -2.69562 -3.26162 0.456
H 7.18216 -3.28278 -1.33674 0.417
H 6.66481 -2.39147 0.90947 0.463
H 4.69959 -0.93587 1.23535 0.634
H -0.75049 3.55411 3.27610 0.328
H -2.59600 5.10417 2.82510 0.467
H -3.93122 4.87947 0.75247 0.453
H -3.42303 3.08610 -0.84862 0.554
H -4.43131 1.20128 -0.15993 0.418
H -6.36089 -0.16036 -0.80655 0.454
H -6.06567 -2.15567 -2.23423 0.401
H -3.79895 -2.79789 -2.99690 0.492
H -1.85056 -1.43957 -2.34053 0.522
H 0.09907 3.27593 -1.34412 0.291
H 0.40170 4.76235 -3.27382 0.483
H -0.75906 4.28630 -5.40852 0.426
H -2.19418 2.28177 -5.60444 0.463
H -2.50786 0.79181 -3.68098 0.325
C 3.37850 -2.71453 3.19185 -1.335
N 2.44448 -1.86624 2.43938 0.926
C 1.52402 -2.34915 1.57968 -1.990
N 1.94168 -3.50719 0.98880 -0.149
O 1.46678 -0.84698 -0.33543 -0.958
H 3.97449 -2.08167 3.84649 0.383
H 4.05932 -3.23378 2.51783 0.440
H 2.84858 -3.44609 3.80771 0.303
H 1.99496 -1.20381 3.06270 0.190
H 2.27306 -4.24444 1.60541 0.327
H 1.21380 -3.90906 0.40964 0.271
```

---

Question: Look up the maximum force of the second one.
Answer: 1.57 eV Å⁻¹